No. 1
{"formula": "C18H31NO12", "method": "the ωB97M-V functional and the def2-TZVPD basis", "orbital_gap_ev": 10.26, "smiles": "C[C@H]1COC(=O)O1.C[C@H]1COC(=O)O1.COC(=O)OC.COC(=O)OC.CCCC#N", "homo_ev": -10.3, "fmax_ev_per_a": 9.387, "relative_energy_kcal_mol": 15.51, "e_tot_ha": -1661.9314, "species": ["C", "C", "C", "O", "C", "O", "O", "H", "H", "H", "H", "H", "H", "C", "C", "C", "O", "C", "O", "O", "H", "H", "H", "H", "H", "H", "C", "O", "C", "O", "O", "C", "H", "H", "H", "H", "H", "H", "C", "O", "C", "O", "O", "C", "H", "H", "H", "H", "H", "H", "C", "C", "C", "C", "N", "H", "H", "H", "H", "H", "H", "H"], "positions_angstrom": [[-3.1540, -2.2667, -0.7781], [-3.1440, -3.4387, 0.2299], [-3.5910, -2.9087, 1.6159], [-5.0090, -3.0567, 1.6299], [-5.2740, -3.9247, 0.6979], [-6.2410, -4.6077, 0.7019], [-4.2560, -4.2207, -0.1211], [-3.9900, -1.6337, -0.7651], [-3.1450, -2.6177, -1.8051], [-2.3160, -1.5117, -0.5591], [-2.2240, -4.0707, 0.1939], [-3.3180, -1.9167, 1.7819], [-3.1170, -3.5417, 2.4209], [-1.2810, 1.0913, 1.3849], [-1.5710, 2.4773, 1.8449], [-0.3040, 3.3053, 1.9329], [-0.3680, 4.3233, 0.9779], [-1.5160, 4.4203, 0.5269], [-1.9940, 5.4433, -0.1041], [-2.2810, 3.3493, 0.8659], [-0.5170, 0.6223, 1.9789], [-1.0990, 1.2873, 0.2999], [-2.1890, 0.4393, 1.4669], [-2.1450, 2.5783, 2.7609], [0.6740, 2.8083, 1.7419], [-0.2050, 3.7713, 2.9189], [4.6990, 1.4383, 1.4649], [3.4850, 0.6653, 1.1899], [3.0670, -0.1547, 2.1999], [3.7440, -0.5007, 3.3629], [1.8120, -0.5727, 2.0559], [1.1590, -1.5727, 2.8139], [5.3170, 0.9163, 2.1439], [4.4940, 2.3883, 1.8929], [5.2110, 1.7103, 0.5209], [1.1370, -1.3357, 3.9199], [1.5670, -2.6277, 2.7539], [0.1190, -1.5727, 2.4469], [-0.5440, 3.2773, -2.7861], [0.5500, 2.6363, -3.3371], [1.6220, 2.3863, -2.5001], [1.7980, 2.8993, -1.1851], [2.4960, 1.5883, -3.2471], [3.5850, 1.0313, -2.6991], [-0.9510, 2.7853, -1.8951], [-1.2340, 3.3583, -3.6061], [-0.1630, 4.1923, -2.4441], [3.7010, 1.2493, -1.5901], [4.4470, 1.5323, -3.1651], [3.7650, -0.0797, -2.8381], [1.2110, -3.0887, -0.8501], [1.1180, -1.5747, -1.1171], [0.5810, -1.3547, -2.5451], [-0.6120, -0.4487, -2.5981], [-1.5840, 0.2273, -2.6681], [1.6300, -3.1717, 0.1339], [1.7980, -3.6397, -1.5681], [0.2050, -3.5767, -0.6641], [2.0070, -1.0047, -0.9491], [0.4730, -1.1587, -0.3461], [0.5280, -2.2727, -3.1101], [1.3390, -0.7777, -3.0281]], "forces_ev_per_a": [[3.0, 0.3, 0.4], [-0.4, 2.0, -0.7], [1.5, -2.2, 0.8], [1.6, 1.6, 0.6], [-1.1, -3.4, -0.3], [-1.6, 0.1, -0.5], [0.2, -0.4, -0.2], [-1.7, 0.5, 0.7], [0.6, -0.2, -0.1], [-0.7, -1.3, -0.6], [-0.7, 0.7, 0.2], [0.3, 1.7, 0.2], [-0.8, 0.5, -0.5], [-2.3, -0.2, -1.5], [0.1, 2.1, -0.3], [2.6, -0.6, 1.6], [4.0, 0.6, 1.1], [-6.9, 4.7, -3.8], [2.2, -4.9, 2.4], [-0.4, -1.0, 0.1], [0.7, 0.1, -0.2], [0.6, -1.0, 0.7], [0.6, 0.6, -0.2], [-0.1, -0.3, 0.1], [-0.9, -0.2, 0.1], [-0.1, 0.1, -0.1], [-0.1, 0.0, -1.2], [-0.5, -1.1, 1.8], [3.3, -1.5, 6.6], [-3.4, 2.3, -7.2], [0.8, 0.8, -1.9], [-0.2, -1.0, 2.0], [0.7, -0.8, 0.5], [-0.9, 0.7, 0.6], [-0.5, -0.9, 0.3], [0.2, 0.0, -1.2], [0.0, 1.4, -0.4], [0.5, 0.0, 0.1], [-0.8, 0.3, 1.0], [4.3, -2.4, 1.5], [0.1, 2.1, 4.2], [-1.1, -3.7, -8.6], [-4.7, 2.1, 0.5], [4.2, -0.6, 2.7], [-0.1, -0.3, -0.5], [-0.5, 0.2, 0.1], [-0.2, 1.8, 0.4], [-0.5, -0.3, -1.2], [0.1, -0.3, 0.1], [-1.0, 1.1, -0.2], [-1.0, 0.5, 1.3], [-1.5, -1.2, 0.0], [-0.2, 1.8, 0.7], [-3.0, 1.0, -0.5], [3.5, -2.3, 0.4], [0.8, -0.4, 0.5], [0.1, -0.2, -0.2], [0.9, 0.7, -0.9], [1.0, -0.1, -0.2], [-0.5, 0.1, -0.2], [-0.8, -0.2, -0.1], [0.6, 0.4, -0.8]], "mulliken_charge": [-1.01, 0.55, -0.23, -0.34, 0.58, -0.54, -0.38, 0.39, 0.42, -0.08, 0.19, 0.15, 0.26, -0.11, 0.35, -0.32, -0.26, 0.70, -0.67, -0.40, 0.11, -0.08, -0.12, 0.38, 0.09, 0.26, -0.86, -0.04, 0.45, -0.65, -0.01, -0.59, 0.42, 0.33, 0.24, 0.32, 0.32, 0.13, -0.55, -0.26, 0.78, -0.56, -0.30, -0.50, 0.03, 0.26, 0.44, 0.07, 0.34, 0.27, -1.53, 0.90, -0.42, 0.26, -0.59, 0.37, 0.46, 0.22, 0.03, -0.40, 0.56, 0.17]}

=====

No. 2
{"formula": "C2H5FN2O", "method": "the ωB97M-V functional and the def2-TZVPD basis", "orbital_gap_ev": 9.75, "smiles": "[H]/N=C(/CF)NO", "homo_ev": -9.2, "fmax_ev_per_a": 5.246, "relative_energy_kcal_mol": 68.80, "e_tot_ha": -363.7013, "species": ["H", "N", "C", "C", "F", "N", "O", "H", "H", "H", "H"], "positions_angstrom": [[1.7073, 1.1946, -0.8698], [0.8511, 1.6501, -0.4609], [0.2053, 0.5445, -0.1524], [-1.1349, 0.5383, 0.4829], [-1.9937, -0.3029, 0.0038], [0.7493, -0.6501, -0.5060], [0.3651, -1.6812, 0.2917], [-1.6233, 1.5813, 0.5612], [-0.7305, 0.2292, 1.5051], [1.8030, -0.5907, -0.6359], [-0.1987, -2.5131, -0.2195]], "forces_ev_per_a": [[-0.2, 1.6, 0.3], [-0.5, -2.9, 0.2], [0.8, 3.5, -2.2], [2.2, 3.3, 3.4], [-2.1, -2.4, -1.4], [1.4, -0.7, -1.2], [-2.0, -4.6, -0.3], [1.2, -1.5, -0.2], [-1.4, 0.2, -0.4], [-1.8, -0.5, 0.3], [2.4, 3.9, 1.4]], "mulliken_charge": [0.19, -0.64, 0.31, -0.08, -0.24, -0.12, -0.48, 0.27, 0.16, 0.28, 0.36]}